{
  "formula": "C57H66Cl2Ge2KN9O2Se",
  "method": "ωB97M-V/def2-TZVPD",
  "orbital_gap_ev": 3.91,
  "homo_ev": -5.1,
  "energy_ha": -10930.41946,
  "de_lowest_kj_mol": 156.9,
  "elements": ["Se", "Ge", "Ge", "K", "Cl", "Cl", "O", "O", "N", "N", "N", "N", "N", "N", "N", "N", "N", "C", "C", "C", "C", "C", "C", "C", "C", "C", "C", "C", "C", "C", "C", "C", "C", "C", "C", "C", "C", "C", "C", "C", "C", "C", "C", "C", "C", "C", "C", "C", "C", "C", "C", "C", "C", "C", "C", "C", "C", "C", "C", "C", "C", "C", "C", "C", "C", "C", "C", "C", "C", "C", "C", "C", "C", "C", "H", "H", "H", "H", "H", "H", "H", "H", "H", "H", "H", "H", "H", "H", "H", "H", "H", "H", "H", "H", "H", "H", "H", "H", "H", "H", "H", "H", "H", "H", "H", "H", "H", "H", "H", "H", "H", "H", "H", "H", "H", "H", "H", "H", "H", "H", "H", "H", "H", "H", "H", "H", "H", "H", "H", "H", "H", "H", "H", "H", "H", "H", "H", "H", "H", "H"],
  "positions_angstrom": [[3.393, 2.882, -2.062], [-1.043, -0.001, 2.574], [-2.397, 1.684, 1.337], [1.123, 1.323, -0.171], [1.088, 4.888, 3.309], [1.657, 4.405, 0.442], [-0.686, -0.056, -0.862], [-0.800, 1.316, -7.428], [2.110, 1.725, -2.436], [-1.659, 2.712, -5.858], [6.891, -3.622, -0.075], [6.190, -3.989, 2.166], [-1.585, 0.367, -5.531], [4.211, 2.712, -3.611], [-0.682, 3.065, -2.311], [0.904, -7.820, -0.674], [3.256, 1.367, 2.178], [3.860, 1.393, -5.623], [2.444, -2.597, -0.922], [-2.033, -2.104, -0.701], [4.602, 0.070, 3.712], [4.930, 1.242, 4.388], [6.007, -2.669, 2.339], [-4.530, 0.725, -3.264], [-0.977, 2.516, -3.489], [1.930, -0.095, -5.562], [6.726, -2.318, 0.113], [-2.618, 0.124, -4.594], [2.119, -3.363, -2.096], [-2.694, -1.161, -4.062], [5.091, -1.213, 4.267], [3.668, 2.473, 2.800], [2.355, 1.268, -3.647], [1.632, -5.346, -0.790], [-2.851, -2.128, 4.773], [0.089, -2.712, 3.031], [6.298, -1.781, 1.317], [-5.314, -3.135, 4.023], [-3.375, -3.229, 5.432], [0.219, -1.466, 2.152], [-0.192, 1.099, 3.996], [-5.640, -0.881, -1.669], [-3.547, -1.507, 3.734], [1.956, -4.628, 0.377], [1.234, -6.712, -0.726], [-4.607, -3.744, 5.052], [0.163, 0.354, 5.289], [-0.777, 4.386, -2.177], [-3.279, 1.798, -0.436], [-4.650, 2.461, -0.247], [-1.318, 1.446, -6.337], [-1.183, 5.210, -3.215], [2.826, -1.270, -0.993], [1.731, -4.674, -2.026], [-1.484, 4.642, -4.437], [5.593, -2.317, 3.711], [-0.822, -1.423, -1.314], [-2.961, 4.030, 3.046], [-1.372, 3.263, -4.598], [3.741, 0.195, 2.614], [-4.603, -0.548, -2.710], [3.521, 1.826, -4.305], [-4.792, -2.026, 3.374], [-2.112, 3.587, 1.847], [-3.561, 1.068, -4.196], [1.575, 0.274, -4.309], [-3.676, -1.490, -3.143], [-3.643, 0.661, 2.466], [2.338, -3.313, 0.321], [4.487, 2.460, 3.911], [3.073, 0.468, -6.223], [6.608, -4.392, 0.975], [-2.962, -0.364, 3.004], [1.139, 5.575, 1.684], [4.757, 3.386, 4.402], [-1.253, 6.282, -3.072], [-2.765, 3.397, 3.914], [-5.390, -0.413, -0.712], [-5.352, 1.785, 0.245], [2.983, -0.783, -1.951], [6.968, -1.677, -0.726], [-4.027, 3.949, 2.823], [-0.917, -3.129, 2.989], [3.081, -0.711, -0.094], [0.141, 5.909, 1.426], [-1.053, 3.700, 2.085], [2.188, -2.867, -3.060], [-1.617, 3.379, -6.611], [-4.573, 3.363, 0.369], [1.846, 6.392, 1.683], [-5.079, 2.760, -1.207], [-1.407, 0.451, -1.258], [-0.886, -1.449, -2.407], [-2.064, -3.152, -1.010], [-5.348, -1.568, 2.564], [-2.658, 2.404, -1.092], [-2.750, 5.064, 3.328], [2.600, -2.793, 1.239], [-0.528, 4.793, -1.204], [6.221, -0.711, 1.445], [0.722, 1.504, 3.544], [-3.718, -2.503, -2.756], [3.398, -0.698, 2.100], [-1.885, -1.731, 5.061], [0.099, -1.933, -1.035], [0.779, -3.480, 2.675], [5.796, -3.140, 4.388], [-5.010, -4.619, 5.547], [1.489, -5.221, -2.931], [1.212, -1.020, 2.257], [0.107, -1.754, 1.108], [-6.624, -0.515, -1.965], [-0.869, 1.439, -3.554], [5.044, -1.233, 5.353], [1.352, -0.850, -6.081], [5.549, 1.190, 5.277], [1.909, -5.141, 1.332], [-3.399, 0.812, -0.898], [0.325, -2.509, 4.078], [-1.987, -2.069, 0.390], [3.318, 0.131, -7.221], [-1.801, 5.259, -5.272], [-5.255, 1.474, -2.962], [0.743, -0.181, -3.786], [-0.735, 0.025, 5.816], [-6.274, -3.535, 3.719], [-1.982, -1.917, -4.383], [-2.318, 4.212, 0.970], [-3.564, 2.060, -4.624], [-5.705, -1.957, -1.508], [3.303, 3.409, 2.403], [-2.814, -3.692, 6.235], [-2.959, -1.616, -1.020], [4.740, 1.798, -6.104], [0.731, 0.992, 5.971], [0.776, -0.526, 5.078], [-4.719, 0.783, 2.610], [6.748, -5.460, 0.848], [-1.155, -0.464, -5.902], [-0.845, 1.951, 4.209]],
  "forces_ev_per_angstrom": [[0.340, 0.324, 0.027], [-0.188, 0.280, 0.184], [-0.237, -0.071, 0.107], [0.250, -0.082, 1.093], [0.028, 0.017, -0.078], [-0.014, 0.261, 0.189], [-0.727, -0.781, -0.797], [-0.135, -0.008, 0.178], [0.274, 0.025, -0.615], [-0.037, 0.004, 0.042], [-0.063, -0.036, 0.059], [-0.077, 0.023, -0.100], [-0.101, -0.037, 0.082], [0.044, -0.064, -0.181], [0.026, 0.110, 0.046], [0.065, 0.234, -0.017], [0.271, -0.366, -0.093], [-0.004, -0.129, -0.190], [0.244, 0.094, 0.047], [0.100, 0.200, 0.168], [0.002, -0.005, -0.155], [0.109, 0.034, -0.009], [-0.036, -0.211, 0.028], [-0.025, -0.060, -0.112], [0.209, -0.075, 0.171], [-0.125, -0.028, 0.127], [0.078, -0.021, 0.040], [-0.115, 0.015, -0.080], [-0.098, -0.022, 0.031], [0.004, -0.013, -0.126], [-0.105, 0.062, -0.077], [-0.166, -0.086, -0.140], [0.113, 0.113, -0.021], [-0.014, -0.096, -0.020], [-0.034, 0.101, -0.062], [0.046, 0.055, 0.015], [-0.091, 0.194, -0.084], [-0.041, -0.023, 0.027], [0.005, 0.014, 0.008], [-0.258, 0.230, -0.170], [0.015, -0.167, 0.055], [0.085, 0.012, -0.080], [0.016, -0.050, 0.096], [0.021, 0.061, -0.040], [-0.053, -0.104, 0.013], [0.011, 0.039, -0.017], [0.004, 0.081, -0.148], [-0.132, -0.086, -0.060], [0.119, -0.145, 0.142], [0.135, 0.010, 0.019], [0.108, 0.041, -0.010], [0.038, 0.030, 0.018], [-0.180, 0.294, 0.024], [-0.036, 0.033, 0.052], [-0.043, -0.015, -0.062], [0.085, 0.029, 0.076], [-0.036, -0.170, 0.181], [0.098, -0.060, -0.154], [0.105, 0.040, 0.015], [-0.009, 0.088, 0.233], [-0.145, -0.062, -0.124], [-0.031, 0.007, 0.107], [-0.025, -0.007, -0.027], [-0.061, -0.047, 0.116], [-0.109, 0.016, -0.035], [-0.059, -0.184, -0.167], [-0.200, -0.034, -0.298], [-0.070, 0.164, 0.084], [0.009, -0.103, -0.037], [0.068, 0.014, 0.162], [0.148, 0.115, -0.024], [-0.016, 0.088, 0.023], [0.206, -0.184, 0.010], [-0.118, -0.048, 0.153], [-0.011, -0.028, -0.029], [-0.002, -0.054, -0.004], [-0.029, 0.031, -0.001], [0.005, -0.030, 0.014], [0.020, 0.065, -0.002], [-0.009, -0.091, 0.130], [-0.050, 0.034, 0.002], [0.021, 0.017, 0.034], [-0.013, -0.013, 0.004], [0.173, -0.114, -0.069], [-0.043, -0.030, -0.038], [-0.001, 0.013, -0.013], [0.024, -0.059, 0.014], [0.089, 0.061, -0.100], [-0.043, -0.051, -0.059], [0.077, 0.036, -0.063], [-0.013, -0.004, 0.090], [-0.050, 0.004, 0.072], [0.098, 0.073, 0.131], [-0.014, 0.038, 0.016], [0.052, -0.018, -0.007], [0.035, 0.000, -0.094], [-0.026, -0.009, 0.027], [-0.001, -0.051, -0.031], [-0.036, -0.010, -0.045], [-0.099, -0.004, 0.005], [-0.034, 0.033, 0.002], [-0.041, 0.096, -0.139], [0.075, 0.060, -0.070], [0.016, -0.069, 0.006], [-0.010, 0.115, -0.006], [-0.030, 0.027, 0.031], [0.036, 0.032, 0.013], [0.008, 0.029, -0.003], [0.035, 0.036, -0.003], [0.001, -0.056, -0.035], [0.115, 0.046, 0.023], [0.010, -0.020, 0.022], [0.030, 0.210, 0.057], [-0.133, -0.054, -0.020], [0.066, 0.012, -0.026], [0.002, 0.010, -0.032], [0.009, 0.032, -0.026], [0.057, 0.118, 0.130], [-0.055, -0.003, -0.023], [0.026, -0.039, -0.015], [-0.043, -0.028, 0.008], [0.029, -0.024, 0.037], [0.049, -0.051, -0.071], [0.055, 0.021, 0.027], [0.049, -0.003, -0.008], [0.036, 0.022, 0.004], [-0.065, 0.033, 0.003], [-0.003, -0.043, 0.020], [-0.034, -0.074, 0.035], [-0.016, 0.014, 0.003], [-0.015, 0.012, -0.005], [-0.026, 0.009, -0.030], [0.237, -0.093, 0.320], [-0.043, 0.022, 0.011], [-0.032, -0.029, -0.002], [-0.020, 0.030, 0.052], [0.069, -0.030, 0.025], [-0.021, 0.032, -0.006], [-0.027, -0.091, -0.109], [0.023, -0.025, -0.019]],
  "lowdin_charge": [1.104, 0.923, 0.883, 0.499, 0.582, 0.531, -0.281, 0.082, -0.333, 0.136, 0.087, 0.122, 0.142, -0.217, 0.064, 0.099, 0.062, -0.015, -0.376, -0.045, -0.193, -0.019, -0.275, -0.046, -0.089, -0.058, -0.123, -0.238, -0.082, -0.028, -0.045, -0.176, -0.384, -0.283, -0.058, -0.136, -0.004, -0.084, -0.076, -0.334, -0.357, -0.033, -0.242, -0.069, -0.243, -0.090, -0.162, -0.162, -0.353, -0.157, -0.512, -0.048, -0.074, -0.070, -0.002, -0.022, -0.254, -0.171, -0.216, -0.092, -0.291, -0.377, -0.041, -0.376, -0.016, -0.031, -0.066, -0.226, -0.091, -0.050, -0.055, -0.195, -0.352, -0.936, 0.108, 0.108, 0.058, 0.065, 0.061, 0.014, 0.109, 0.062, 0.068, -0.004, 0.026, -0.010, 0.094, 0.146, 0.059, 0.032, 0.058, 0.034, 0.089, 0.098, 0.105, 0.034, 0.063, 0.084, 0.064, 0.108, 0.034, 0.118, 0.092, 0.084, 0.085, 0.052, 0.108, 0.101, 0.107, 0.037, 0.030, 0.086, 0.093, 0.110, 0.108, 0.121, 0.108, 0.031, 0.057, 0.066, 0.110, 0.121, 0.110, 0.103, 0.058, 0.102, 0.124, 0.052, 0.106, 0.084, 0.036, 0.105, 0.041, 0.117, 0.066, 0.053, 0.064, 0.109, 0.139, 0.044]
}